Entry 1:
{"formula": "C27H30N2O5", "method": "ωB97M-V/def2-TZVPD", "symbols": ["C", "C", "C", "O", "C", "C", "C", "C", "C", "C", "C", "C", "O", "C", "C", "C", "C", "C", "C", "C", "C", "O", "C", "O", "N", "C", "C", "N", "C", "C", "O", "C", "C", "C", "H", "H", "H", "H", "H", "H", "H", "H", "H", "H", "H", "H", "H", "H", "H", "H", "H", "H", "H", "H", "H", "H", "H", "H", "H", "H", "H", "H", "H", "H"], "coordinates": [[-1.69933, 2.68550, -2.00888], [-1.48808, 1.87416, -3.02735], [-2.07409, 0.49481, -3.16083], [-2.65393, -0.01774, -1.97984], [-1.84284, -0.35637, -0.94725], [-2.48028, -0.86146, 0.18907], [-1.74202, -1.24022, 1.28861], [-0.35978, -1.13669, 1.27572], [0.28247, -0.64626, 0.15091], [1.78850, -0.51904, 0.11677], [2.40806, -0.92404, -1.19299], [2.12153, -2.00256, -1.98590], [2.69829, -2.13999, -3.17080], [1.09020, -2.99431, -1.65844], [0.18355, -3.36715, -2.64895], [-0.86106, -4.21831, -2.35309], [-1.01606, -4.73889, -1.07324], [-2.17353, -5.62759, -0.74461], [-0.07977, -4.40195, -0.10204], [0.95757, -3.53663, -0.38346], [3.22520, 0.15279, -1.68709], [3.86913, 0.15063, -2.73343], [3.05575, 1.30847, -0.71982], [3.53801, 2.41841, -0.77822], [2.22491, 0.86170, 0.25230], [1.74924, 1.70618, 1.31670], [0.62497, 2.64255, 0.80114], [-0.12560, 3.39581, 1.76322], [0.56091, 4.43165, 2.50836], [1.08366, 3.94930, 3.86835], [0.04642, 3.37175, 4.63468], [-0.53484, 2.27809, 3.96107], [-1.08708, 2.69367, 2.58870], [-0.45849, -0.24415, -0.95300], [-1.26007, 3.66591, -1.96307], [-2.32230, 2.40156, -1.17652], [-0.86947, 2.17109, -3.86312], [-1.31575, -0.20155, -3.54750], [-2.90006, 0.52226, -3.88131], [-3.55552, -0.94187, 0.17980], [-2.24372, -1.62226, 2.16474], [0.21234, -1.44547, 2.13809], [2.21064, -1.09645, 0.95468], [3.30577, -1.36297, -3.32175], [0.29926, -2.96829, -3.64541], [-1.56855, -4.48396, -3.12505], [-3.01836, -5.02030, -0.41783], [-2.48684, -6.19804, -1.61561], [-1.92213, -6.31481, 0.05946], [-0.16940, -4.82109, 0.88946], [1.68710, -3.30559, 0.37623], [2.59122, 2.30612, 1.67404], [1.38102, 1.06513, 2.11892], [1.08490, 3.35111, 0.10640], [-0.08895, 2.03458, 0.23811], [-0.16259, 5.23601, 2.68981], [1.38085, 4.82461, 1.90740], [1.45696, 4.79026, 4.45515], [1.89456, 3.21742, 3.73419], [-1.34348, 1.92374, 4.60325], [0.20908, 1.47298, 3.85307], [-1.92591, 3.38000, 2.76000], [-1.45422, 1.81581, 2.05412], [0.06199, 0.16195, -1.80609]], "forces_ev_per_angstrom": [[0.0, 0.1, 0.0], [-0.2, -0.2, 0.0], [0.1, 0.1, -0.2], [-0.2, 0.0, 0.1], [0.2, -0.1, 0.3], [-0.1, 0.1, -0.2], [-0.1, 0.0, 0.0], [0.2, 0.2, -0.1], [-0.3, 0.0, 0.3], [-0.1, -0.4, 0.1], [0.2, -0.1, -0.1], [0.2, 0.4, 0.2], [0.0, 0.0, -0.1], [0.0, -0.3, -0.2], [0.1, 0.1, 0.0], [0.0, 0.0, 0.0], [0.1, 0.0, 0.0], [0.0, 0.0, 0.0], [-0.1, -0.1, -0.1], [0.1, 0.0, -0.3], [0.0, -0.8, -0.4], [0.0, 0.2, 0.2], [0.1, 0.6, 0.3], [0.1, 0.0, -0.2], [0.1, -0.2, -0.2], [-0.1, 0.4, 0.0], [0.1, -0.2, -0.1], [0.0, 0.0, 0.2], [0.0, -0.1, 0.3], [0.1, 0.2, -0.2], [-0.1, 0.1, 0.1], [-0.2, -0.1, -0.3], [0.0, 0.0, 0.3], [-0.2, 0.0, -0.1], [0.1, 0.2, -0.1], [-0.1, -0.1, 0.2], [0.1, 0.1, -0.1], [-0.1, 0.0, 0.1], [0.2, -0.1, 0.0], [-0.1, 0.0, 0.0], [-0.1, -0.1, 0.1], [0.1, -0.1, 0.1], [-0.1, 0.1, -0.1], [-0.1, -0.1, 0.2], [0.0, 0.0, -0.1], [-0.1, 0.0, -0.1], [-0.1, 0.0, 0.0], [-0.1, -0.1, 0.0], [0.0, -0.1, 0.0], [0.0, 0.0, 0.1], [0.1, 0.1, 0.1], [-0.1, -0.1, 0.1], [0.1, 0.0, 0.0], [0.0, -0.1, -0.1], [0.1, 0.0, 0.0], [0.1, 0.1, 0.1], [0.0, 0.1, 0.0], [0.1, 0.0, -0.1], [0.0, 0.1, 0.0], [0.0, -0.1, -0.1], [-0.1, 0.0, 0.0], [-0.1, -0.1, 0.1], [-0.1, 0.0, 0.0], [0.0, 0.0, -0.1]], "homo_lumo_gap_ev": 7.5632, "lumo_energy_ev": -0.442, "homo_ev": -8.005, "multiplicity": 1}

***

Entry 2:
{"formula": "H16O8", "method": "ωB97M-V/def2-TZVPD", "symbols": ["O", "H", "H", "O", "H", "H", "O", "H", "H", "O", "H", "H", "O", "H", "H", "O", "H", "H", "O", "H", "H", "O", "H", "H"], "coordinates": [[0.84873, 0.19362, -0.28977], [0.25371, 0.54800, 0.37099], [0.46537, -0.64985, -0.53026], [1.66213, 0.40948, -2.08629], [0.88780, 0.01194, -2.48452], [1.44634, 0.47584, -1.15609], [-2.30931, 0.05778, 0.97417], [-1.36977, -0.06369, 1.11106], [-2.68352, 0.04728, 1.85513], [0.84207, -1.33227, -2.85824], [0.43789, -1.49790, -2.00652], [1.34010, -2.12777, -3.04632], [-0.65282, -0.52543, 1.88352], [-0.38016, -1.39790, 1.59947], [-0.23504, -0.40941, 2.73689], [-0.48610, 2.74272, 0.08022], [0.32869, 3.22695, -0.05349], [-0.26922, 2.08617, 0.74214], [-0.00254, -1.55312, -0.95300], [0.58640, -2.23502, -0.62989], [-0.81197, -1.68093, -0.45831], [0.05904, 1.31784, 1.35460], [-0.25070, 0.49636, 1.73600], [0.29280, 1.85936, 2.10849]], "forces_ev_per_angstrom": [[-1.8, 0.4, 9.0], [1.5, 0.1, -2.2], [1.7, 3.0, 0.6], [4.3, 3.7, -5.2], [1.0, 1.9, -0.4], [1.9, 2.2, -1.8], [-4.9, 1.2, -3.3], [-3.9, 1.7, -2.6], [-0.2, 0.0, -0.1], [-0.3, -5.1, -5.5], [0.6, 0.1, -3.9], [0.3, -0.1, -0.7], [4.3, -10.9, 7.8], [0.3, -0.6, -0.1], [0.4, -0.7, 1.4], [-1.8, 5.9, -4.5], [0.0, 0.3, -0.6], [-2.1, 3.0, -2.9], [-6.2, -8.5, 4.4], [0.5, -0.8, 0.1], [-1.4, -0.1, -0.3], [4.0, -0.1, 10.9], [1.3, 2.6, -0.7], [0.4, 0.7, 0.3]], "homo_lumo_gap_ev": 5.3337, "lumo_energy_ev": -1.608, "homo_ev": -6.942, "multiplicity": 1}

***

Entry 3:
{"formula": "C27H27BBrN11OTa", "method": "ωB97M-V/def2-TZVPD", "symbols": ["Ta", "C", "C", "N", "N", "C", "B", "N", "C", "C", "C", "N", "N", "C", "C", "C", "N", "N", "C", "C", "C", "N", "H", "H", "H", "H", "H", "H", "H", "H", "H", "H", "H", "H", "Br", "C", "C", "C", "C", "C", "C", "N", "C", "C", "C", "C", "C", "C", "N", "H", "H", "H", "H", "H", "H", "H", "H", "H", "N", "C", "O", "C", "C", "H", "H", "H", "H", "H", "H"], "coordinates": [[-0.57609, 0.12983, 0.71526], [1.63337, -3.60638, 0.46198], [1.31199, -2.44299, 1.13268], [0.61726, -1.62690, 0.32122], [0.48192, -2.25604, -0.87152], [1.08347, -3.44926, -0.80619], [-0.36156, -1.66229, -2.04674], [-1.83317, -1.58831, -1.57187], [-2.91500, -2.29831, -1.91184], [-4.00741, -1.83961, -1.19460], [-3.50483, -0.82075, -0.40571], [-2.19331, -0.66528, -0.63717], [0.09270, -0.20711, -2.31631], [0.38270, 0.34401, -3.50406], [0.78332, 1.65412, -3.30186], [0.70198, 1.83617, -1.93262], [0.27548, 0.71260, -1.33782], [-0.03349, -2.45083, -3.29530], [-0.65159, -3.19586, -4.23074], [0.27573, -3.51042, -5.21778], [1.48137, -2.90228, -4.79429], [1.28458, -2.34946, -3.63439], [2.16795, -4.45472, 0.83629], [1.54522, -2.14943, 2.14155], [1.11166, -4.13261, -1.63039], [-2.88813, -3.09759, -2.62189], [-5.01351, -2.20333, -1.24095], [-4.02852, -0.21121, 0.30992], [0.29208, -0.17483, -4.43556], [1.08384, 2.36400, -4.04285], [0.93735, 2.71411, -1.36560], [-1.68486, -3.47205, -4.19933], [0.15306, -4.16521, -6.05972], [2.44795, -2.91520, -5.26085], [7.04246, 0.37312, 2.64766], [5.24370, 0.78909, 2.19295], [4.54867, -0.00987, 1.27526], [3.24471, 0.28911, 0.94426], [2.59830, 1.38671, 1.53560], [3.29877, 2.16379, 2.47458], [4.61042, 1.88526, 2.78682], [1.28014, 1.68903, 1.17870], [0.91242, 2.92694, 1.14093], [-0.43124, 3.35782, 0.84131], [-0.73415, 4.72474, 0.87333], [-2.02430, 5.14627, 0.58104], [-2.97172, 4.18343, 0.26132], [-2.60237, 2.84201, 0.25879], [-1.36779, 2.42091, 0.53604], [5.04760, -0.85564, 0.82852], [2.74117, -0.28945, 0.18072], [2.80258, 2.96880, 2.99353], [5.14146, 2.50589, 3.49409], [1.62249, 3.72990, 1.33484], [0.02870, 5.44328, 1.14078], [-2.27674, 6.19768, 0.59465], [-3.98451, 4.46149, 0.01278], [-3.33752, 2.08425, 0.01524], [-2.68024, -2.23306, 3.75847], [-2.14104, -1.27816, 3.04981], [-1.66745, -1.48641, 1.89049], [-2.05133, 0.12952, 3.55437], [-0.79335, 0.76255, 2.94604], [-2.75672, -3.18198, 3.40749], [-3.04089, -2.07639, 4.69089], [-2.05478, 0.18332, 4.64611], [-2.94849, 0.66259, 3.21695], [0.06625, 0.36473, 3.50019], [-0.81873, 1.83216, 3.16447]], "forces_ev_per_angstrom": [[-0.5, -1.1, -0.5], [-0.1, 0.6, 0.4], [0.4, -0.8, 0.3], [-1.1, 1.7, 0.3], [0.3, -0.5, -0.5], [-0.2, 0.6, 0.2], [0.5, -0.3, -1.1], [-0.2, -0.4, -0.5], [0.1, 0.2, 0.3], [0.1, 0.4, 0.3], [-0.5, -0.4, -0.1], [1.5, 1.0, 1.1], [-0.1, 0.1, -0.4], [-0.1, 0.1, 0.3], [-0.1, 0.0, 0.6], [0.2, 0.3, -0.5], [-0.6, -0.6, 1.8], [0.5, 0.0, 0.6], [0.1, -0.7, -1.8], [-0.5, 0.0, 0.6], [-1.2, -1.0, 0.0], [1.1, 1.7, 1.3], [0.2, -0.2, 0.1], [0.0, 0.0, 0.1], [-0.1, 0.0, -0.4], [0.2, -0.2, -0.2], [-0.2, 0.0, 0.0], [0.0, 0.1, 0.1], [0.0, -0.4, -0.1], [0.1, 0.2, -0.2], [0.0, 0.2, 0.0], [-0.2, 0.0, 0.0], [-0.3, 0.1, -0.2], [0.2, 0.0, 0.0], [-1.9, 0.5, -0.5], [1.9, -0.5, 0.5], [-0.4, -0.5, -0.5], [0.3, -0.2, -0.2], [0.9, -0.2, 0.1], [0.2, 0.1, 0.3], [-0.4, 0.7, 0.4], [-1.5, -0.3, -0.2], [0.1, 0.1, 0.2], [-0.5, 0.6, -0.1], [0.3, -0.7, 0.1], [-0.4, -0.2, -0.2], [0.4, 0.4, 0.1], [0.0, -0.4, -0.1], [0.4, -0.9, 0.2], [0.0, -0.1, -0.1], [0.0, 0.0, 0.0], [0.0, 0.1, 0.1], [0.0, 0.0, 0.1], [0.1, -0.1, -0.1], [0.1, 0.0, 0.0], [0.0, 0.0, 0.0], [-0.1, 0.0, 0.0], [0.1, 0.0, 0.0], [0.0, -0.2, -0.2], [-0.2, 0.4, 0.8], [0.9, 1.0, -1.2], [-0.1, -0.1, -0.1], [-0.1, -0.1, -0.8], [0.0, 0.1, -0.1], [0.0, 0.1, 0.0], [0.0, 0.0, -0.1], [-0.1, -0.1, 0.0], [0.3, -0.1, -0.3], [0.2, 0.0, -0.3]], "homo_lumo_gap_ev": [4.3988, 2.7021], "lumo_energy_ev": [-13.372, -15.069], "homo_ev": [-17.771, -17.771], "s_squared": 0.776, "multiplicity": 2, "charge": 4}

***

Energy / hartree: -1532.54944 -610.82322 -4377.19541